[1]
Entry from the Open Molecules 2025 dataset: a structure of composition C48H45BrCl2N8O3Re (ωB97M-V with the def2-TZVPD basis set).

Results
HOMO energy (alpha / beta) (eV): -11.5 / -11.5
DFT total energy (hartree): -6092.1466
Orbital gap (alpha / beta) (eV): 5.38 / 4.50

```
! wB97M-V def2-TZVPD RIJCOSX def2/J DEFGRID3
* xyz 2 4
Re -0.47970 0.02659 0.08406
Br 1.58177 0.17098 1.81017
Cl -1.86728 3.82081 -3.03390
Cl -6.20912 1.28820 -5.04635
O -1.68994 -2.26030 -1.63560
O -1.94865 -0.06978 -1.29073
O -1.09810 0.09430 3.12775
N 0.92575 -0.95455 -1.21540
N 1.51292 1.24958 -1.80806
N 0.55229 1.52010 -0.85286
N -3.46916 1.42730 -3.75425
N -1.40116 -1.69349 1.06371
N 0.56662 -5.51868 3.06156
N -1.36083 1.79928 0.80060
N 1.84670 -2.72044 -2.41196
C -2.51178 -3.98866 2.17657
C -3.30649 0.32700 -4.61411
C -2.31536 -1.23105 -1.81701
C -1.09416 4.18068 0.92566
C 1.04913 -2.23963 -1.48444
C -3.21168 -2.04425 -4.96374
C 2.54867 -0.52000 -3.01418
C -1.13328 -3.80971 2.12908
C -3.58563 -1.21213 -2.62745
C -3.15617 0.51547 -5.98503
C -2.46073 1.89777 1.56102
C 4.12932 -0.18917 -4.79104
C -2.21554 4.26819 1.72908
C -3.31777 -2.98363 1.67276
C 2.63435 -1.89124 -3.22488
C -3.93243 5.07603 -4.22829
C -3.06180 -1.86139 -6.32792
C -3.40771 3.85176 -3.86251
C 4.20103 -1.57130 -4.98423
C 3.60146 -2.96356 5.94500
C -3.33120 -0.96303 -4.09507
C 1.64486 -0.02348 -1.98497
C -0.26866 -0.34813 3.94075
C -1.99815 -0.87298 5.85679
C 1.13364 -0.42274 3.56845
C 0.46481 -1.25604 6.07818
C -5.12983 5.11440 -4.92478
C -2.32777 -2.34095 6.17899
C -3.09699 -0.33636 4.93336
C -2.03014 -0.04256 7.15267
C -0.58296 -0.82196 5.28405
C -0.20793 -4.77710 2.65453
C 3.95410 -0.60703 6.74424
C 2.13189 -0.83949 4.37318
C -5.26531 2.71851 -4.79675
C -0.70040 2.93825 0.45808
C -2.92052 3.11083 2.02983
C -2.73062 -1.85695 1.13066
C 1.80605 -1.27293 5.69063
C 3.30895 0.33582 -3.81705
C -3.03823 -0.56809 -6.83623
C 2.42612 -2.13815 7.98520
C 2.92816 -1.74346 6.59703
C 0.38007 2.74162 -0.48554
C 3.45451 -2.43176 -4.20562
C -4.03187 2.63505 -4.14387
C -5.79363 3.93137 -5.20656
C -0.62147 -2.65109 1.56812
H 4.40694 -3.31697 6.58858
H -1.72774 0.98856 6.96474
H -2.93343 -0.40160 -7.89966
H -2.92911 1.42603 -2.90025
H -4.28614 -0.47387 -2.23204
H -3.39525 5.98178 -3.98718
H -4.00747 -2.21007 -2.51900
H 4.42547 -0.34936 5.79545
H -1.63260 -2.77513 6.89634
H -4.39429 -3.06823 1.69195
H -2.96457 0.97549 1.80645
H -3.33272 -1.05731 0.71973
H -5.54422 6.05979 -5.24296
H 0.45762 -2.95022 -0.92947
H 3.49251 0.29208 7.15466
H 1.86899 -3.72055 -2.55866
H 1.94457 -1.30372 8.49737
H -6.74296 3.93692 -5.72278
H 3.27431 -2.44939 8.59375
H 1.72992 -2.97722 7.94534
H -3.04646 -0.03091 7.54665
H 0.97192 3.54260 -0.91038
H 4.84518 -1.97427 -5.75323
H 3.15720 -0.85416 4.03174
H -3.15526 -0.89023 3.99669
H 0.44751 -2.48035 1.54793
H -2.30774 -2.95328 5.27489
H -4.05001 -0.44504 5.45242
H -2.93294 -4.88831 2.60377
H -1.38224 -0.45157 7.92669
H 4.03648 -2.72296 4.97425
H -3.13976 1.52312 -6.38070
H -3.81580 3.13899 2.63330
H -3.25551 -3.04732 -4.55662
H 4.74323 -0.92209 7.42661
H 2.89234 -3.78148 5.81029
H -2.98484 -2.71416 -6.98722
H 3.50242 -3.50225 -4.35557
H -2.54518 5.22589 2.10663
H -2.95610 0.71833 4.69919
H -0.53782 5.05893 0.63045
H 0.23042 -1.60455 7.07167
H 4.71826 0.46976 -5.41271
H 3.23575 1.40208 -3.65967
H -3.32886 -2.40125 6.60665
*
```



[2]
Entry from the Open Molecules 2025 dataset: a structure of composition C48H45BrCsN7O4SSi in a non-equilibrium geometry (ωB97M-V with the def2-TZVPD basis set).

Results
HOMO energy (eV): 0.1
DFT total energy (hartree): -5822.2449
Orbital gap (eV): 3.44

```
! wB97M-V def2-TZVPD RIJCOSX def2/J DEFGRID3
* xyz -2 1
Cs -0.38885 0.25352 -0.79370
Br 2.42128 6.28918 -3.88107
S 2.27432 -0.01541 1.05379
Si 0.40329 -2.57989 -2.93831
O 2.53395 -0.12076 2.47957
O -1.95300 3.05819 -3.82370
O -1.32976 1.11291 -2.86990
O 1.34192 -0.99961 0.53697
N -0.68437 2.16216 2.48935
N 2.65274 2.32186 -2.86812
N 1.75954 1.38844 0.56250
N -2.70620 -3.19934 0.10867
N 0.59401 3.69757 -0.27785
N -4.29750 0.27070 0.86585
N -2.54308 -0.12351 2.92075
C 3.79653 5.04022 1.00859
C 1.06590 -6.03924 -0.70519
C 2.28970 -2.18284 -3.13723
C -0.17980 -2.55582 -4.78710
C 1.15462 -4.77464 -1.25813
C 2.52727 4.99657 0.39534
C -6.10120 0.72718 2.35513
C -2.34858 -4.69857 1.92393
C 2.42259 2.54770 0.77877
C -7.01541 0.59651 1.32038
C -2.89953 -5.74120 1.19851
C -2.79575 -1.54944 2.91199
C 1.92920 4.48645 -3.48889
C -0.45574 -6.68918 -2.43376
C 5.67516 -1.94487 0.05707
C 3.66599 2.66254 1.40840
C 0.61431 4.07793 -3.57930
C 1.81786 3.76568 0.28921
C 4.33466 3.88355 1.51202
C 5.43463 -0.14735 -1.52195
C 2.92268 3.59610 -3.12489
C -4.74903 0.54382 2.08749
C 0.67122 6.04992 -0.71314
C -2.26930 -3.43573 1.34367
C 4.27379 0.26658 -0.88405
C -0.47518 4.34661 3.43272
C -1.07588 1.69811 3.67541
C -1.19768 2.52176 4.78869
C 0.43506 -4.41227 -2.41213
C -6.54271 0.28876 0.05149
C -0.88587 3.86908 4.67005
C -0.39633 3.45080 2.37528
C -5.17495 0.14439 -0.12253
C -3.22400 -4.20383 -0.58340
C -1.13939 2.25597 -3.33022
C 1.38408 1.92176 -2.93458
C 4.53914 -1.50808 0.71976
C -0.37184 -5.41497 -2.97510
C 0.32740 2.75334 -3.28343
C -1.71817 -2.25691 2.08443
C 1.90836 6.14638 -0.14076
C 0.25489 -7.01175 -1.28582
C 3.83071 -0.42032 0.23190
C -3.35515 -5.48980 -0.08595
C 0.04987 4.78924 -0.75171
C 6.12094 -1.26466 -1.06886
C -3.71890 0.66853 3.18852
C -1.38429 0.22523 3.72794
H 2.77200 -2.09450 -2.16067
H 1.63739 -6.28093 0.18581
H 4.18214 -2.00154 1.61472
H 4.31943 5.98750 1.07567
H 2.44079 7.09105 -0.10783
H 7.00167 -1.61049 -1.59699
H 4.10906 1.76796 1.82169
H 3.96048 3.90187 -3.04634
H 5.80644 0.40594 -2.37500
H 3.71509 1.11114 -1.26454
H -3.41619 1.71742 3.23192
H -0.96226 4.53102 5.52403
H -1.53722 2.12022 5.73555
H -7.22203 0.16423 -0.78094
H -1.37782 -1.51888 1.36586
H -1.96988 -4.86258 2.92592
H 2.43413 -1.23541 -3.66387
H 2.81633 -2.96613 -3.69922
H -0.19414 4.73855 -3.86147
H -3.76263 -1.71286 2.43543
H 0.17292 -7.99978 -0.84520
H -8.07500 0.73034 1.49964
H -1.20909 -2.90998 -4.88501
H -0.87428 -2.56158 2.70586
H -0.94093 -5.18400 -3.87139
H 5.30977 3.91346 1.98629
H -0.52280 -0.29790 3.30643
H -6.43096 0.96205 3.36014
H -0.08347 3.77161 1.38637
H 0.45574 -3.14343 -5.46468
H -1.07644 -7.44289 -2.91203
H -0.21843 5.38825 3.29257
H 6.21557 -2.81135 0.41882
H -3.53829 -3.95779 -1.59233
H -4.19188 0.42041 4.16058
H 1.77983 -4.02625 -0.78018
H 1.19121 0.87768 -2.71728
H 0.17706 6.92057 -1.12496
H -0.93114 4.67626 -1.20472
H -3.76962 -6.28015 -0.69443
H -1.51989 -0.08489 4.78322
H -2.84974 -1.97226 3.93529
H -0.16880 -1.51852 -5.12699
H -4.74423 -0.08284 -1.09193
H -2.96007 -6.73586 1.62283
*
```



[3]
Entry from the Open Molecules 2025 dataset: a structure of composition C48H46AsFN2NaP2Si (ωB97M-V with the def2-TZVPD basis set).

Results
HOMO energy (eV): -3.0
DFT total energy (hartree): -5436.3895
Orbital gap (eV): 5.17

```
! wB97M-V def2-TZVPD RIJCOSX def2/J DEFGRID3
* xyz -1 1
As -3.26275 -2.20424 -1.47169
P 0.95667 -0.86931 1.68904
P -0.35196 2.56273 -0.37037
Si -0.55495 1.94415 3.03309
Na -1.43874 -0.12727 -0.08491
F -1.70781 0.26824 -2.23833
N -3.10708 1.03565 2.87728
N 3.69784 2.25261 0.27211
C 0.82955 3.46498 -2.82576
C -0.07376 -2.39155 1.88267
C 1.69685 3.32257 -3.90063
C -0.45768 -3.32817 -5.32818
C 3.45697 1.61690 1.21624
C -1.07397 -4.86992 -3.11252
C 4.71542 -2.70131 -0.29271
C -1.61290 3.75158 -0.94114
C 3.75228 -1.54831 1.59129
C 0.68435 3.13409 2.15587
C -3.52740 4.06977 -2.36547
C -2.78142 5.85977 -0.94541
C 0.74659 2.48059 -1.84325
C 1.23171 -0.43937 3.44407
C 3.45968 -2.77263 -0.88225
C 0.58723 0.69469 3.97277
C 1.95891 -1.30375 4.26296
C 2.35946 -2.23635 -0.23292
C -1.05439 -3.48192 -2.99115
C 0.68829 3.51722 0.80582
C 0.44005 -3.68803 1.95255
C -0.79214 -5.48200 -4.32703
C 4.85648 -2.08615 0.94198
C 2.48687 -1.62509 1.01682
C -1.78724 -4.58490 2.13750
C -1.45202 -2.20871 1.95051
C -2.30422 -3.30079 2.08027
C 2.10690 -1.05561 5.61552
C -3.66409 5.37211 -1.89646
C 1.52946 1.33585 -1.97987
C -1.75465 5.05156 -0.46943
C -2.03040 1.01152 2.16250
C -4.04271 -4.01440 -1.39933
C -1.22778 3.10160 4.38292
C -0.74099 -2.71685 -4.11728
C -0.41062 -4.77551 2.07438
C 0.74168 0.90182 5.35294
C -2.51518 3.25272 -1.88768
C -3.75052 -1.76141 -3.30487
C -0.48336 -4.71368 -5.44004
C 2.40392 1.19170 -3.04706
C 1.55175 4.52165 0.36034
C 2.49148 2.18886 -4.00977
C 2.44290 5.13711 1.22201
C 2.49006 4.73199 2.54923
C -1.37164 -2.79664 -1.70668
C 1.49256 0.06227 6.16030
C 1.61830 3.75479 2.99757
H 0.19731 4.34298 -2.75695
H 2.67977 -1.73312 6.23682
H 3.20575 5.17461 3.23192
H 1.53429 4.81498 -0.68330
H 2.40184 -2.19593 3.83530
H -4.82265 -1.56119 -3.33126
H 1.50923 -3.85122 1.89272
H -3.37320 -3.13184 2.12087
H -2.40518 2.22099 -2.22747
H 1.74682 4.09505 -4.65864
H -3.69680 -4.51741 -0.49495
H -4.22421 3.68322 -3.09940
H -1.30391 -5.47350 -2.24130
H -2.89026 6.87013 -0.56953
H 1.38433 -2.29755 -0.70637
H 3.33304 -3.24246 -1.84985
H -0.79042 -1.87688 -1.65926
H 0.25742 1.74790 5.82267
H -0.73357 -1.63515 -4.02105
H -2.44906 -5.43796 2.22839
H -3.19823 -0.85166 -3.53909
H 1.58469 0.27451 7.21917
H 3.16422 2.07495 -4.85115
H -1.87868 -1.20340 1.91163
H -4.46555 6.00135 -2.26486
H -0.26043 -5.18997 -6.38683
H 1.67562 3.45096 4.03776
H 5.83414 -2.01300 1.40273
H -3.51150 -2.56545 -4.00095
H 1.45492 0.54996 -1.23552
H -0.21567 -2.71976 -6.19125
H 5.57892 -3.11641 -0.79759
H -1.88742 3.82857 3.90025
H -1.80391 2.59047 5.15670
H 3.00090 0.29176 -3.13396
H 3.88366 -1.04102 2.53651
H -0.42917 3.66370 4.87018
H -1.06614 5.43525 0.27402
H -5.12955 -3.93458 -1.35659
H -1.14555 -3.42420 -0.84011
H -3.76443 -4.60745 -2.27230
H 3.10669 5.91305 0.85870
H 3.65047 2.80837 -0.55742
H -3.07307 1.62081 3.72569
H -0.80838 -6.56287 -4.40106
H 0.00110 -5.77680 2.11769
*
```



> Which formula does entry 1 have?

C48H45BrCl2N8O3Re



> Look up the DFT total energy of the second one.

-5822.2449 hartree



> Which of these has the lowest DFT total energy?

C48H45BrCl2N8O3Re



> The highest DFT total energy belongs to which entry?

C48H46AsFN2NaP2Si